{
  "formula": "C15H13ClIN7O3PtS",
  "method": "ωB97M-V with the def2-TZVPD basis set",
  "orbital_gap_ev": [4.700, 4.190],
  "charge": 2,
  "relative_energy_ev": 2.854,
  "symbols": ["Pt", "Cl", "C", "C", "C", "I", "C", "O", "C", "N", "C", "C", "C", "C", "H", "H", "H", "H", "N", "N", "C", "N", "N", "N", "O", "O", "H", "H", "H", "H", "H", "S", "C", "C", "C", "C", "C", "N", "H", "H", "H", "H"],
  "positions_angstrom": [[0.672, 0.519, 0.086], [-1.069, -6.069, -0.900], [-0.525, -4.626, -0.197], [-0.137, -4.633, 1.129], [0.319, -3.478, 1.744], [0.885, -3.507, 3.702], [0.397, -2.256, 1.004], [0.837, -1.168, 1.485], [-0.032, -2.269, -0.376], [0.035, -1.086, -1.041], [-0.339, -1.030, -2.317], [-0.797, -2.157, -2.997], [-0.869, -3.357, -2.338], [-0.482, -3.425, -0.990], [-0.194, -5.560, 1.685], [-0.268, -0.071, -2.808], [-1.086, -2.070, -4.036], [-1.221, -4.248, -2.844], [2.838, 0.808, 1.194], [2.679, 1.721, 2.249], [1.441, 2.052, 2.742], [1.397, 2.769, 3.841], [0.411, 1.593, 2.035], [-0.876, 1.675, 2.587], [-1.089, 2.357, 3.574], [-1.725, 1.116, 1.935], [3.195, -0.074, 1.559], [3.494, 1.208, 0.527], [3.513, 2.028, 2.721], [2.232, 3.038, 4.335], [0.490, 3.012, 4.212], [1.635, 1.407, -1.718], [0.037, 2.057, -2.032], [-0.459, 2.758, -3.105], [-1.797, 3.112, -3.042], [-2.577, 2.743, -1.945], [-2.011, 2.018, -0.928], [-0.698, 1.695, -0.993], [0.168, 3.016, -3.948], [-2.239, 3.671, -3.858], [-3.620, 3.022, -1.881], [-2.562, 1.690, -0.055]],
  "forces_ev_per_angstrom": [[-3.021, -2.962, 2.840], [-0.221, -0.479, -0.308], [0.242, 0.633, 0.264], [-0.355, -0.296, -0.959], [0.180, 1.961, -0.936], [0.162, 0.068, 0.458], [-1.281, -3.398, -1.375], [0.935, 3.987, 0.128], [0.746, 0.006, 2.344], [0.304, 1.081, -0.902], [0.057, 0.010, 0.074], [-0.035, 0.155, -0.113], [-0.019, -0.108, 0.021], [-0.307, -1.441, -0.026], [0.002, 0.025, -0.015], [-0.007, -0.222, -0.087], [0.019, 0.055, 0.097], [0.027, 0.043, 0.041], [0.065, 0.293, 0.188], [-0.685, 0.260, 0.112], [1.532, -0.337, -0.122], [0.069, 0.048, 0.026], [0.009, 0.067, -0.438], [-0.464, 0.857, -0.584], [0.195, -0.634, -0.347], [0.171, -0.323, 0.121], [-0.135, -0.088, -0.105], [0.021, -0.092, 0.033], [0.039, 0.108, 0.161], [0.065, -0.055, -0.001], [-0.018, 0.083, 0.083], [0.659, 0.847, -1.160], [0.912, 0.292, -0.403], [-0.235, 0.185, -0.203], [-0.025, 0.051, -0.135], [0.013, 0.103, -0.169], [0.119, -0.473, 0.599], [0.115, -0.275, 0.776], [-0.002, -0.009, 0.062], [-0.004, -0.008, 0.053], [0.056, -0.040, 0.012], [0.102, 0.024, -0.105]]
}